(1)
Computed, not measured: C47H62Br4Cl3GeN6O6PSSiTeTi as an isolated structure at a distorted geometry, with ωB97M-V/def2-TZVPD.

orbital gap: 0.206 Ha
total charge: -2
ΔE to the lowest compared entry with this formula, charge and spin: 298.9 kJ/mol
HOMO: -2.19 eV

Geometry as XYZ:
```
134
Properties=species:S:1:pos:R:3:mulliken_charge:R:1
C -2.288 -3.644 -6.296 -1.0542
H 2.843 -5.341 3.216 0.5585
C -1.578 -1.368 2.903 0.3354
H 2.135 -2.761 5.681 0.3008
C -2.620 3.875 1.321 -1.0292
Br 2.822 3.553 -4.244 -0.1737
C 1.290 -0.605 4.444 1.0402
H 0.860 4.322 -1.091 0.2665
C 2.444 0.154 4.632 -0.1162
C 1.200 -1.456 -2.775 -0.5753
H -2.238 0.527 1.390 -0.1809
H -2.062 1.566 2.800 -0.1901
H 3.252 0.059 3.923 0.4605
H -1.750 3.388 7.567 0.3654
H -3.631 -0.780 2.724 0.3073
H 1.801 0.833 -2.853 -0.6955
C -1.304 3.197 6.600 -0.6481
C -1.743 2.173 5.769 0.5048
H -0.502 -4.510 3.530 0.1546
C -1.582 -3.026 -5.267 0.9152
C 2.578 1.038 5.692 -1.1022
N -1.102 3.552 -1.239 0.2535
H -0.401 0.494 7.191 0.5364
H -4.437 2.539 -2.643 0.2642
C 2.006 -3.617 5.017 -1.9152
H 4.390 -1.146 -5.594 0.3557
C 4.444 -0.767 -4.569 -0.8807
H 0.162 4.774 6.691 0.3927
H 1.640 1.865 7.439 0.3490
H -3.628 1.238 5.398 0.2420
C -0.247 3.953 6.103 -0.5288
H 5.493 -0.711 -4.273 0.4678
H -3.703 3.831 1.502 0.2886
H -3.543 -0.940 -7.861 0.3377
Cl 3.506 -1.828 -0.237 -0.5864
H -4.294 0.520 -0.384 0.2130
C -1.085 3.700 -2.692 -0.8308
N 2.322 0.282 -4.182 -0.2944
C -0.175 2.735 4.157 -0.3462
C 3.246 3.268 -2.422 0.7684
C 2.515 2.292 -1.751 -1.6713
N -1.205 1.951 4.583 0.4414
H 0.971 -3.954 5.112 0.2878
H -1.070 -4.928 -4.402 0.3238
H -2.915 -4.928 3.515 0.3447
C 2.368 -3.256 3.565 2.2934
O 1.231 -2.753 -2.442 0.2573
C -3.919 2.724 -1.697 -1.2437
H 4.136 -2.473 2.551 0.1338
H 3.991 -1.954 4.237 0.3527
C 3.743 0.588 -4.453 -0.4475
Br 5.846 4.739 0.443 -0.2212
C -3.432 -2.882 3.120 -0.9232
Br 5.163 5.368 -2.728 -0.2000
H -2.807 -0.326 -0.873 0.1297
C 3.829 -2.784 3.549 -1.6172
H -2.980 0.966 -5.267 0.2648
H 3.474 1.640 5.782 0.3216
H 2.781 -4.380 1.746 0.2976
H -0.638 -1.039 5.287 0.2780
N -2.110 2.577 0.950 1.2025
H 2.662 -4.424 5.366 0.5634
C -2.330 0.628 -6.080 -1.7145
H 3.848 1.212 -5.342 0.3380
H -1.641 4.597 -2.991 0.2853
C 3.806 2.752 0.221 0.1423
C -3.007 -2.917 -7.235 0.7917
C -0.071 4.310 -0.524 -0.8149
H -1.341 1.041 -5.878 0.2560
H -4.499 -3.070 3.115 0.3403
C -3.816 -3.607 -8.302 -1.5761
H -3.463 3.709 -1.734 0.4227
H -1.210 -0.355 2.763 0.1171
N 0.319 3.752 4.934 -0.5301
C 0.275 -0.466 5.395 -0.0988
O 2.132 1.065 0.226 0.7279
C -2.857 1.244 6.169 -1.2660
O -0.618 1.002 -0.437 1.9551
H -2.708 1.039 -7.017 0.4020
C -3.546 0.409 -1.180 -1.0235
C 1.553 1.163 6.619 -0.6284
H 4.158 1.139 -3.604 0.1164
H 1.796 -1.704 -4.791 0.5279
C -2.944 -1.600 2.902 -0.5011
C 4.506 3.752 -0.450 0.1128
O 1.300 -1.199 1.542 1.7929
H -1.190 -3.588 -3.237 0.1873
C 3.611 -1.635 -3.628 -0.6444
O 1.395 -0.597 -1.700 0.2393
H -3.296 1.534 7.125 0.4232
C 2.301 -4.531 2.712 -1.7064
C -2.537 1.483 1.819 -0.6141
Te -0.796 -0.595 -3.465 0.3723
H 3.720 -2.707 -3.785 0.4016
H -0.392 5.348 -0.379 0.3185
H -2.468 0.226 6.244 0.1478
H -3.631 1.493 1.931 0.3009
Cl 2.931 -5.096 -1.653 -0.5480
Ge 1.690 -3.409 -0.652 -0.5337
H 3.865 -1.423 -2.591 0.0015
C -0.873 -3.866 -4.246 -1.3558
H -3.605 -3.197 -9.292 0.3492
H -2.293 -4.728 -6.353 0.2541
C 4.231 4.022 -1.789 0.3385
C -2.282 -0.879 -6.133 0.8642
N -2.913 1.689 -1.492 0.7962
C -2.988 -1.532 -7.139 -0.9217
P -1.589 2.133 -0.546 -1.7389
H -0.063 3.789 -3.056 0.1670
C 2.778 2.016 -0.396 -0.4478
H -1.533 2.829 -3.169 0.3214
H 0.205 -3.710 -4.270 0.1479
C -2.544 -3.923 3.346 -0.8907
Br 4.236 2.312 1.988 0.0050
H 4.481 -3.610 3.861 0.4972
H -3.599 -4.676 -8.320 0.3375
C -1.577 -1.626 -5.177 0.1267
C -0.663 -2.405 3.119 1.7310
H 0.133 3.869 0.455 0.1272
C 2.185 -1.170 -3.917 0.4194
C -1.174 -3.682 3.345 -0.7414
H -2.132 4.214 2.241 0.0254
H -4.049 0.029 -2.075 0.3411
H -2.432 4.602 0.535 0.3981
Ti 0.968 -0.358 -0.032 0.3514
Si 1.151 -1.860 3.028 -2.3929
C 0.407 0.397 6.475 -0.4891
H -4.671 2.719 -0.896 0.2734
H 1.282 -4.872 2.521 0.1419
H 1.714 0.567 -4.937 0.3360
S 0.517 2.450 2.627 -0.2361
H -4.886 -3.486 -8.117 0.3044
Cl -0.921 -1.813 -0.137 -0.8506
O 1.498 1.653 -2.376 1.1914
```



(2)
Computed, not measured: C47H62N3P2SSiW as an isolated structure, with ωB97M-V/def2-TZVPD.

orbital gap (alpha / beta): 0.258 / 0.275 Ha
total charge: +3
ΔE to the lowest compared entry with this formula, charge and spin: 9.6 kJ/mol
spin multiplicity: 3
HOMO (alpha / beta): -16.07 / -16.58 eV

Geometry as XYZ:
```
117
Properties=species:S:1:pos:R:3:mulliken_spin:R:1
C -3.307 1.748 2.994 -0.0098
P -2.390 0.986 0.443 0.2215
C -1.106 0.321 -3.451 0.0482
H -1.692 -5.140 -4.448 -0.0001
C -2.618 2.795 -1.686 0.0182
H 1.041 -5.346 -0.217 -0.0006
H -3.624 5.647 -2.184 0.0001
H 2.839 -2.280 -2.811 -0.0044
H -1.120 2.858 -0.111 -0.0015
C -2.203 2.710 -0.189 0.0061
H 2.854 -4.175 0.664 0.0004
C 3.595 3.525 0.770 0.0041
H 0.439 -5.580 -2.310 0.0004
H 2.139 -1.262 2.920 0.0042
C -3.310 1.749 4.386 0.0024
C 3.443 -3.804 -1.396 0.0016
C -2.367 1.011 2.280 0.0112
C -1.413 0.254 3.000 -0.0113
N 2.303 2.656 -1.224 0.0208
C -3.949 3.519 -1.882 0.0000
H 4.627 -2.941 1.769 -0.0001
C 2.659 2.728 0.119 0.0084
C -1.431 -2.964 1.613 -0.0181
N -0.420 0.495 -2.345 -0.0510
C -1.340 -4.300 1.969 0.0065
C -0.433 -5.140 1.322 0.0040
H -5.303 1.920 0.606 -0.0001
H -2.145 -2.329 2.133 -0.0009
H 4.385 3.980 2.694 0.0000
H -7.400 0.637 0.489 -0.0002
H 1.276 1.072 2.759 0.0024
H 2.827 -4.632 -1.756 -0.0003
C -1.354 -2.860 -2.906 0.0164
Si -0.093 -0.632 2.116 -0.0038
H 0.437 -1.942 -3.648 0.0016
C -1.945 -4.216 -2.518 0.0059
H -4.058 2.329 2.483 0.0012
H 0.458 -3.898 -4.856 -0.0001
C -2.869 5.112 -0.224 0.0007
H 4.372 -3.850 -1.971 -0.0004
H -4.079 0.645 -1.151 0.0094
H -1.820 -6.284 -3.127 0.0004
C 4.476 -2.781 0.701 0.0001
H -3.893 3.598 0.884 0.0011
C 0.363 -4.669 0.285 -0.0077
H 4.516 -1.200 -1.497 -0.0005
N 1.020 1.185 -0.180 -0.0517
C -4.013 0.313 -0.108 -0.0841
C -2.379 1.007 5.095 0.0017
C 3.768 -3.989 0.091 0.0016
H -2.675 1.805 -2.136 -0.0070
C -1.389 -5.325 -3.412 -0.0003
C 3.523 -1.279 -1.046 0.0738
H 5.470 -2.664 0.257 0.0002
C 1.920 1.708 2.164 -0.0270
H -4.208 3.506 -2.941 0.0002
C 2.841 2.488 2.828 0.0001
C -6.523 0.265 -0.040 -0.0009
C -2.860 3.841 0.626 -0.0022
P 0.987 -2.369 -1.451 0.1481
H 4.226 4.221 0.234 0.0000
C -4.000 -1.222 -0.099 -0.0304
H -6.591 0.644 -1.067 0.0001
H 0.991 -2.593 3.010 -0.0013
H -1.954 -0.343 -3.529 -0.0013
C 0.588 1.419 -2.544 -0.0493
H 0.952 -1.309 4.230 0.0005
S -0.572 1.236 -4.759 0.0063
H -4.867 5.274 -1.018 -0.0001
H -2.317 3.992 1.558 0.0000
H -3.109 -1.618 -0.601 0.0928
H -5.227 0.510 1.666 0.0003
C -1.437 0.264 4.401 0.0052
H 0.530 -6.177 -3.952 -0.0001
H 4.385 -4.881 0.196 -0.0003
C 0.263 -3.337 -0.096 -0.0395
H -1.841 3.339 -2.233 -0.0003
H 2.713 3.196 -1.972 -0.0002
H -4.052 2.335 4.914 -0.0001
W -0.396 -0.509 -0.327 1.4798
H -3.031 -4.159 -2.606 0.0002
H -4.746 2.972 -1.371 -0.0004
H -1.861 5.294 -0.612 0.0000
H -7.406 -1.638 -0.554 0.0000
C 1.835 1.819 0.776 0.0563
H -1.782 -2.571 -3.871 -0.0004
H -0.715 -0.308 4.968 0.0003
H 2.917 2.422 3.905 0.0000
H 2.677 -1.619 0.901 0.0204
C 1.337 1.747 -1.346 0.1411
H -5.278 -1.480 -1.811 0.0001
C -0.617 -2.458 0.580 0.0245
C 0.134 -5.368 -3.339 -0.0002
H -1.969 -4.692 2.758 0.0006
H -0.364 -6.179 1.618 -0.0003
C 1.111 -1.520 3.175 -0.0025
H -1.703 -2.101 -2.180 0.0526
H 4.146 -0.642 0.921 0.0018
H -2.386 1.006 6.177 0.0001
C -5.260 -1.784 -0.758 0.0019
C -5.260 0.829 0.620 -0.0050
C 3.674 -1.508 0.450 -0.0093
H -3.953 -1.567 0.941 -0.0039
H 1.820 -4.063 -3.780 -0.0006
H -1.727 -4.446 -1.474 -0.0013
C 0.729 -4.043 -3.805 -0.0001
H -3.118 5.972 0.396 0.0003
C -6.512 -1.260 -0.060 0.0011
H -6.535 -1.638 0.968 -0.0001
H 3.007 -0.338 -1.254 -0.0285
H 1.349 2.645 -4.205 -0.0002
C -3.880 4.969 -1.369 -0.0003
C 3.676 3.383 2.137 -0.0011
C 2.791 -2.448 -1.729 -0.0447
C 0.183 -2.822 -3.043 -0.0140
H -5.230 -2.874 -0.740 0.0001
C 0.658 1.921 -3.800 0.0102
```



no.,energy (Ha)
1,-18508.71252
2,-3429.11483